Record 1
One molecule with the formula C4H7N3 at a distorted geometry, computed with ωB97M-V/def2-TZVPD.

Cartesian coordinates (Å):
N 0.7765 1.9969 -0.1088
N -1.0418 -1.0149 -0.1662
N -0.1961 1.1143 0.1649
C -0.0226 -0.2592 -0.0124
C -2.3753 -0.6116 0.0191
C 2.4378 -1.2859 0.0066
C 1.3376 -0.8322 0.0257
H -2.5656 -0.4294 1.1312
H 0.8311 2.5602 0.7487
H -2.7615 0.3797 -0.5047
H -1.2849 1.3814 0.2884
H -3.0219 -1.4918 -0.2643
H 3.3923 -1.7322 0.1178
H 0.3750 2.5915 -0.9818

Force components x, y, z for each atom (eV/Å):
-0.605 3.338 -2.100
1.796 -1.027 0.274
-4.412 -2.626 1.157
-0.924 0.570 -0.309
-2.014 0.962 0.518
0.507 -0.326 0.351
-1.739 1.063 -0.479
0.146 -0.175 -1.164
0.481 0.503 -0.978
0.741 -1.813 0.549
3.665 -0.524 -0.532
0.371 1.263 0.127
0.167 -0.026 -0.154
1.820 -1.181 2.739

The total charge is 0. The HOMO energy comes out at -0.31805 hartree. The energy above the lowest of the compared OMol25 structures with the same formula, charge and spin comes out at 416.21 kJ/mol. The gap between HOMO and LUMO is 9.41 eV. The value obtained for the LUMO energy is 0.8 eV. The SMILES is C#C/C(=N/C)NN. For the energy, the calculation gives -320.724774 a.u.

Record 2
One molecule with the formula C5H7N, computed with ωB97M-V/def2-TZVPD.

Cartesian coordinates (Å):
N -1.2498 -1.7153 -0.6645
C 0.0951 -1.5255 -0.1079
C 0.6112 1.0245 -0.2995
C 1.0082 2.4184 -0.2563
C 0.5807 -0.1764 -0.2004
C -1.0813 -1.6864 0.7825
H 0.3294 3.0788 0.2892
H -1.2387 -2.6375 1.2787
H 1.9197 2.3379 0.3342
H 1.1887 2.8331 -1.2543
H 0.7914 -2.3463 -0.2529
H -1.3917 -0.8041 1.3397
H -1.5629 -0.8014 -0.9885

Force components x, y, z for each atom (eV/Å):
-0.223 -0.032 -0.184
0.139 -0.045 0.033
0.172 -0.520 0.048
0.181 0.095 0.119
-0.322 0.484 -0.155
-0.114 -0.148 0.323
-0.116 -0.240 -0.129
-0.025 0.061 -0.037
0.339 0.723 -0.199
0.110 -0.061 0.289
-0.133 0.121 -0.002
0.038 -0.190 -0.138
-0.045 -0.248 0.032

The total charge is 0. The HOMO energy comes out at -0.32914 hartree. The energy above the lowest of the compared OMol25 structures with the same formula, charge and spin comes out at 287.52 kJ/mol. The gap between HOMO and LUMO is 9.88 eV. The value obtained for the LUMO energy is 0.9 eV. The SMILES is CC#C[C@H]1CN1. For the energy, the calculation gives -249.363727 a.u.

Record 3
C22H64N10O18PZn2 as an isolated structure at a distorted geometry, computed with ωB97M-V/def2-TZVPD.

Cartesian coordinates (Å):
Zn -1.5010 2.0471 -1.2595
Zn 0.6516 -2.2158 0.3758
P -0.1118 0.1856 -0.3640
O 1.6621 -2.3674 -1.5322
O -0.9359 -1.0553 0.0062
O -0.7466 1.4410 0.3733
O -2.0422 2.6073 -3.1480
O -0.1954 0.7213 -1.8256
O 5.3286 2.1954 -3.4667
O 5.4779 1.9777 0.2518
O -2.6086 -2.2541 1.6421
O 1.1848 -0.9228 5.3106
O 1.2587 -0.3387 0.1751
O -1.7078 1.8298 2.9208
O -3.2149 1.0336 -1.0685
O -5.4289 -3.3785 2.8861
O 2.5195 -2.8797 1.0071
O -0.0216 3.5111 -1.2316
O 3.7189 1.5835 -5.8765
O -0.3005 -3.9704 -0.1812
O 1.0468 3.1214 2.1957
N 0.3035 -1.7506 -3.2335
N 3.6171 0.9125 1.0593
N -2.2368 2.7808 -5.3620
N 0.2134 -2.3034 2.4565
N -0.9833 1.0988 -4.5241
N -0.6426 -6.2288 -0.4170
N 3.9560 1.1264 -1.1800
N -2.6967 3.6867 -0.6241
N -2.3367 -4.8832 0.2141
N 1.3025 -3.8065 -3.2353
C -3.6685 2.9332 0.1712
C 1.2627 -3.1777 2.9856
C 2.6230 -2.9723 2.4504
C 1.0861 -0.6663 6.6762
C -1.0107 2.7993 3.6485
C -0.0222 -0.9295 4.5620
C -1.7562 4.4633 0.1773
C -3.9893 -1.9394 1.4109
C 4.4486 1.3373 0.0696
C 0.5332 2.6695 3.4650
C -4.3289 1.8089 -0.5990
C 1.1635 -2.5945 -2.6373
C -3.6044 -0.1226 -1.7887
C 3.8004 -2.7223 0.4254
C 3.9496 0.5996 -4.8787
C -4.8944 -2.1217 2.6408
C 5.2382 0.9361 -4.1357
C -0.4312 4.6956 -0.5781
C -1.0287 -4.9617 -0.1040
C -1.7910 2.1348 -4.2764
C 1.2753 3.6463 -1.7881
C 0.2291 -0.9363 3.0550
H -3.2455 2.4454 1.0524
H 3.0277 0.7666 -1.3271
H -0.7091 -2.6748 2.6605
H -0.3453 5.4695 -1.3508
H -5.6999 -1.3994 2.4390
H 5.1572 2.8824 -4.1213
H 2.0133 -0.1717 6.9725
H -0.7077 -1.6845 4.9612
H -1.5790 4.0013 1.1502
H -0.7296 0.7625 -5.4317
H -4.4724 3.5153 0.6374
H -3.2059 4.3940 -1.1428
H -0.4987 0.7621 -3.7003
H 0.8950 1.6544 3.6408
H -2.8083 -5.7704 0.2400
H 4.3992 1.5906 -1.9706
H 0.9444 -1.4593 7.4171
H -0.2367 -1.9429 -4.0578
H 3.1365 0.6677 -4.1490
H 1.7867 -4.4593 -2.6432
H 3.9851 -0.4071 -5.2949
H -0.5371 0.0111 4.7949
H 3.8709 -2.7591 -0.6569
H 2.0294 3.8986 -1.0385
H -3.8772 0.0204 -2.8372
H 4.5940 -3.4043 0.7508
H 1.1076 3.2856 4.1588
H -4.4499 -1.6731 3.5307
H -2.0834 -1.7237 1.0010
H 0.9512 2.3985 1.5622
H 2.7092 0.5283 0.7918
H 1.0317 -4.0054 -4.1793
H -2.8445 3.5623 -5.1790
H -2.8212 -4.1115 0.6367
H 0.2853 0.0627 6.8518
H 0.1745 -0.8282 -2.8326
H -1.3684 3.8104 3.4299
H 0.3224 4.9649 0.1705
H 0.8585 -4.1439 2.6568
H 5.4414 0.1541 -3.4062
H -4.2797 -2.5687 0.5586
H -2.1144 5.4211 0.5729
H -1.1619 2.6465 4.7202
H 3.8583 1.3335 1.9417
H -4.9583 2.1850 -1.4135
H 1.2061 -0.5608 2.7497
H 3.4433 1.2098 -6.7140
H -3.8883 -0.8955 1.0971
H 6.0033 0.8592 -4.9139
H -1.3016 1.7229 2.0380
H 3.2822 -3.8363 2.5677
H -0.5466 -0.3808 2.5324
H 1.5579 2.7143 -2.2696
H -2.0073 2.5967 -6.3208
H -5.0451 1.2485 0.0058
H -6.1158 -3.5316 2.2315
H 0.3485 -6.3199 -0.5646
H 1.3056 -3.3740 4.0621
H 4.1854 -1.7520 0.7551
H -2.7404 -0.7892 -1.8296
H 3.2167 -2.0857 2.6932
H -1.2342 -7.0146 -0.2293
H 1.2473 4.4901 -2.4851
H -4.3762 -0.6926 -1.2701

Force components x, y, z for each atom (eV/Å):
-0.499 1.885 -1.347
0.097 -0.621 -0.001
0.553 0.471 2.679
0.269 -0.171 -0.602
-1.773 -0.216 -1.363
1.372 -1.567 1.270
-0.264 -0.623 -1.010
1.146 -2.024 -0.504
-0.595 -0.595 -0.635
-0.094 -0.583 0.250
-0.154 -0.719 0.552
0.541 -1.067 -0.859
-0.101 2.571 -0.963
-0.434 -0.244 -0.079
-2.365 -0.979 -0.100
0.266 -0.739 0.018
0.083 -1.019 -0.295
0.403 0.172 0.303
0.080 0.397 -0.101
0.500 -0.724 -0.033
-0.561 -0.298 0.107
-0.020 1.007 -0.417
0.568 -0.277 0.278
-1.154 0.891 -0.350
0.537 1.002 0.838
0.257 -0.786 1.220
0.967 0.828 -0.159
-0.085 -0.404 -1.263
-0.700 0.563 1.015
-0.541 -0.999 -0.096
0.558 0.137 0.563
-1.465 -0.397 1.335
-1.537 -1.939 0.561
1.483 0.191 -2.056
-0.082 1.502 0.748
1.762 -0.136 0.316
-0.046 1.294 0.750
1.052 0.744 0.682
1.611 -0.142 0.275
-0.089 1.452 -0.313
0.315 0.820 -0.488
0.382 0.784 -0.585
-1.343 -0.729 0.013
0.776 -1.237 -0.313
1.551 1.142 0.139
-0.389 0.854 0.907
-0.254 2.196 -1.064
0.686 -0.523 -0.939
0.574 0.094 0.523
-1.164 0.495 0.100
0.692 1.029 -0.547
0.113 0.381 -0.118
0.070 -1.238 -0.200
0.810 0.221 -0.204
-0.038 -0.142 0.278
0.019 -0.350 -0.214
-0.930 0.352 0.196
-0.282 -0.131 -0.001
0.011 0.035 0.027
0.037 -0.028 -0.075
0.041 -0.490 -0.536
0.429 -0.812 -0.443
-0.095 0.236 -0.160
0.065 0.496 -0.345
-0.024 -0.500 -0.699
0.121 -0.103 -0.027
-0.429 -0.214 0.060
-0.328 0.174 0.123
0.021 -0.001 0.604
-0.186 -0.704 -0.716
0.212 -0.448 0.022
-0.274 -0.242 -0.059
0.074 -0.283 -0.493
0.197 -0.053 0.084
-0.088 0.139 -0.115
-1.001 0.073 0.009
-0.144 -0.187 0.259
-0.316 0.690 0.132
-0.659 -0.648 0.527
-0.521 0.131 0.388
0.444 -0.624 0.055
0.172 -0.025 -0.001
-0.172 0.071 -0.150
0.080 0.160 0.497
0.057 -0.121 0.053
0.064 -0.028 -0.107
0.662 0.591 0.174
-0.059 0.027 0.075
0.071 -0.022 0.382
0.215 0.128 -0.152
-0.043 -0.052 0.117
0.750 -0.315 -0.296
-0.051 0.118 0.184
-0.756 0.202 0.046
-0.390 0.264 -0.759
-0.341 -0.165 -0.004
-0.456 -0.242 0.126
0.414 -0.007 -0.450
-0.067 0.588 0.524
0.053 -0.216 0.039
-1.112 0.129 0.036
0.370 0.172 0.176
0.049 -0.046 -0.151
-0.258 -0.089 0.836
0.048 0.167 0.184
-0.177 0.044 -0.074
0.152 -0.287 0.121
0.503 -0.323 0.372
-0.040 -0.129 0.086
-0.125 -0.473 -0.016
-0.083 0.942 0.219
-0.054 0.215 -0.276
0.145 0.143 0.235
-0.509 0.126 0.864
0.231 -0.171 0.020
0.140 -0.184 -0.309
-0.204 0.312 0.063

The total charge is +1. The HOMO energy comes out at -0.38104 hartree. The gap between HOMO and LUMO is 8.24 eV. The value obtained for the LUMO energy is -2.1 eV. For the energy, the calculation gives -6678.675888 a.u.